(1)
C19H62InO13S | wB97M-V/def2-TZVPD

Geometry as XYZ:
```
96
C19H62InO13S | OMol25 | wB97M-V/def2-TZVPD
C 1.9284 2.9847 -2.8626
C 0.5384 3.4631 -2.4784
C 0.2366 4.8643 -2.9666
O 1.1176 5.7120 -3.0582
O -1.0620 5.0797 -3.2545
C -1.7510 5.9950 -2.3672
C -2.9489 6.5718 -3.1041
In -4.4461 4.9336 -3.3760
C -4.4247 3.5063 -1.6468
C -3.4515 2.3158 -1.7139
C -3.3362 1.6073 -3.0669
S -3.7696 -0.1716 -2.9004
H 1.9664 2.5178 -3.8422
H 2.6558 3.7865 -2.7905
H 2.2290 2.2336 -2.1384
H 0.5133 3.5438 -1.3887
H -0.2364 2.7600 -2.7624
H -1.0498 6.7534 -2.0130
H -2.1137 5.4205 -1.5116
H -2.5905 6.9018 -4.0803
H -3.3194 7.4596 -2.5944
H -4.0256 4.0761 -4.8986
H -6.1416 5.5101 -3.5664
H -4.1864 4.0335 -0.7247
H -5.4314 3.1138 -1.4946
H -2.4589 2.6301 -1.3918
H -3.7625 1.5589 -0.9862
H -2.3090 1.6347 -3.4175
H -3.9717 2.0186 -3.8376
H -4.1966 -0.4165 -4.1434
C 1.8242 -0.5066 0.2682
O 1.7275 0.4480 -0.7877
H 1.8089 0.0395 1.2085
H 0.9769 -1.1964 0.2453
H 2.7545 -1.0759 0.2034
H 1.7338 -0.0362 -1.6164
C -3.5512 1.9679 -7.1181
O -4.2635 1.1419 -6.2034
H -2.5011 1.9251 -6.8410
H -3.6641 1.6055 -8.1464
H -3.8861 3.0039 -7.0480
H -5.1946 1.1836 -6.4291
C -2.4288 5.0320 2.1669
O -2.4221 4.2505 0.9818
H -3.4683 5.2036 2.4353
H -1.9320 4.5110 2.9919
H -1.9413 5.9991 2.0093
H -1.5073 4.0959 0.7359
C -3.6679 -2.7692 0.6723
O -2.7807 -2.8573 -0.4401
H -3.3465 -3.4957 1.4121
H -3.6395 -1.7659 1.1096
H -4.6937 -3.0013 0.3663
H -3.0724 -2.2128 -1.0921
C 3.9459 -2.3562 3.0604
O 3.9933 -3.0338 1.8038
H 2.9160 -2.0527 3.2307
H 4.2581 -3.0211 3.8715
H 4.5832 -1.4723 3.0543
H 4.9025 -3.3021 1.6484
C -3.5140 -6.5709 1.1530
O -3.2658 -5.5275 2.0838
H -4.0944 -6.1494 0.3360
H -2.5807 -6.9730 0.7495
H -4.0849 -7.3840 1.6136
H -2.7561 -5.8919 2.8136
C 5.7070 1.7291 4.1490
O 5.7933 0.3063 4.1934
H 4.8774 1.9832 3.4950
H 5.5145 2.1443 5.1414
H 6.6220 2.1682 3.7442
H 6.5244 0.0726 4.7684
C 4.8559 -6.4639 0.3193
O 5.2185 -5.3281 -0.4666
H 5.6567 -7.1877 0.2447
H 4.7273 -6.1867 1.3668
H 3.9297 -6.9110 -0.0542
H 4.5031 -4.6901 -0.3953
C 6.8500 -6.8104 3.6788
O 6.9191 -7.4840 2.4268
H 5.8118 -6.5298 3.8393
H 7.1695 -7.4596 4.4985
H 7.4633 -5.9052 3.6756
H 7.8336 -7.7336 2.2782
C 3.0528 4.6397 0.5050
O 2.9991 5.9554 -0.0404
H 3.8650 4.5858 1.2272
H 2.1148 4.4062 1.0197
H 3.2286 3.9104 -0.2905
H 2.2713 5.9462 -0.6727
C -3.3702 -6.8495 6.0557
O -3.2991 -5.8105 5.0861
H -2.4753 -7.4572 5.9487
H -3.4001 -6.4433 7.0701
H -4.2474 -7.4820 5.8950
H -4.0865 -5.2686 5.1672
```

As for the net charge: -1. The gap between HOMO and LUMO comes out at 0.225 Ha.

Atom charges from the Löwdin analysis, given in e for atoms 1 to 2:
1 C -0.09
2 C -0.13

(2)
C4H5Br2O3S | wB97M-V/def2-TZVPD

Geometry as XYZ:
```
15
C4H5Br2O3S | OMol25 | wB97M-V/def2-TZVPD
C -0.0703 0.7037 1.3408
C 0.1288 0.0313 -0.0332
C -1.1115 0.8042 0.3300
C 1.2566 0.5411 -0.8974
O -1.0109 -2.2904 0.8808
O -0.8988 -1.7682 -1.5179
O 1.1137 -2.3414 -0.2935
S -0.2251 -1.8297 -0.2561
Br -2.8525 0.0324 0.3001
Br -1.3883 2.6163 -0.2240
H -0.2983 0.0368 2.1968
H 0.6939 1.4616 1.5856
H 1.4308 -0.1699 -1.8521
H 2.0938 0.6540 -0.2789
H 1.1381 1.5181 -1.2811
```

The calculation puts the relative energy (zero: lowest compared OMol25 entry of this formula, charge and spin) at 0.105 eV. As for the net charge: -1. The gap between HOMO and LUMO comes out at 0.307 Ha.

Atom charges from the Löwdin analysis, given in e for atoms 1 to 2:
1 C -0.19
2 C -0.49

(3)
C8H36O10 | wB97M-V/def2-TZVPD

Geometry as XYZ:
```
54
C8H36O10 | OMol25 | wB97M-V/def2-TZVPD
C -0.6511 0.3679 3.5267
O -0.1454 -0.8781 3.9767
H -1.0561 0.2893 2.5150
H -1.4283 0.7656 4.1888
H 0.1260 1.1311 3.5018
H -0.8978 -1.4777 4.0050
C 0.9099 3.5525 1.2176
O 1.7290 2.5127 1.7140
H -0.0998 3.2049 1.0036
H 0.9038 4.3417 1.9721
H 1.3649 4.0519 0.3535
H 1.7155 1.7734 1.0817
C 3.5289 2.8663 -1.8523
O 4.7381 2.6263 -2.6055
H 2.7076 2.9973 -2.5512
H 3.3485 2.0084 -1.2098
H 3.6199 3.7818 -1.2649
H 5.4054 2.4779 -1.9293
C -1.0630 -3.5354 -1.9061
O -1.0614 -2.4941 -2.8611
H -1.8328 -3.4127 -1.1358
H -1.0553 -4.5391 -2.3399
H -0.1323 -3.4632 -1.3326
H -1.8705 -2.5510 -3.3787
C -0.8886 -4.3091 1.6361
O -2.2135 -3.8220 1.5646
H -0.1489 -3.7043 1.0998
H -0.5561 -4.2900 2.6811
H -0.8486 -5.3258 1.2433
H -2.2211 -2.9096 1.2220
C -3.7810 1.2190 -0.8057
O -2.5504 1.3500 -0.0813
H -4.1730 2.2117 -1.0304
H -3.5715 0.6710 -1.7249
H -4.5072 0.6768 -0.2072
H -1.8209 1.5860 -0.6939
C 0.9061 -0.6688 0.5262
O 1.5392 0.4101 -0.1962
H 0.9104 -1.5714 -0.0869
H 1.4471 -0.8421 1.4539
H -0.1319 -0.3824 0.6708
H 2.4048 0.1106 -0.5079
C -0.8245 0.8872 -2.8630
O -0.3890 1.7063 -1.7776
H -1.4312 1.5183 -3.5088
H 0.0305 0.5383 -3.4511
H -1.3483 -0.0111 -2.5266
H 0.2778 1.2039 -1.2718
O 4.4515 -0.0799 -0.2091
H 5.1817 0.5437 -0.2764
H 4.6727 -0.6322 0.5510
O -2.8761 -1.1602 1.2236
H -2.7169 -0.2748 0.8395
H -3.6267 -1.0470 1.8173
```

The SMILES is CO.CO.CO.CO.CO.CO.CO.CO.O.O. The calculation puts the relative energy (zero: lowest compared OMol25 entry of this formula, charge and spin) at 4.239 eV. The gap between HOMO and LUMO comes out at 0.367 Ha.

Atom charges from the Löwdin analysis, given in e for atoms 1 to 2:
1 C -0.17
2 O -0.12

(4)
C52H44N9O4S2Zr | wB97M-V/def2-TZVPD

Geometry as XYZ:
```
112
C52H44N9O4S2Zr | OMol25 | wB97M-V/def2-TZVPD
Zr 0.6726 -1.8637 0.3632
C 3.8920 -2.3352 1.2649
N 2.8606 -1.3964 1.7145
C 3.0923 0.0182 1.4446
C 2.8960 0.2755 -0.0144
N 2.3614 -0.5938 -0.8454
C 2.5202 -0.0482 -2.1102
C 2.2484 -0.5691 -3.3728
C 2.5872 0.2030 -4.4644
C 3.1900 1.4557 -4.3263
C 3.4953 1.9768 -3.0866
C 3.1536 1.2069 -1.9885
N 3.3728 1.3755 -0.6413
C 3.2398 -3.5197 0.6109
N 2.4000 -3.3785 -0.3932
C 2.1460 -4.6585 -0.8560
C 1.4585 -5.0946 -1.9872
C 1.3874 -6.4543 -2.1960
C 1.9725 -7.3681 -1.3152
C 2.7163 -6.9539 -0.2294
C 2.8189 -5.5845 -0.0307
N 3.5151 -4.8204 0.8851
H 4.5141 -1.8561 0.4966
H 4.5463 -2.6636 2.0845
H 2.7060 -1.5134 2.7144
H 2.3552 0.5894 2.0268
H 4.1068 0.3493 1.7334
H 1.8036 -1.5454 -3.4874
H 2.3981 -0.1737 -5.4580
H 3.4519 2.0124 -5.2116
H 3.9934 2.9262 -2.9758
H 3.7453 2.1992 -0.2007
H 1.0212 -4.3881 -2.6756
H 0.8641 -6.8250 -3.0624
H 1.8552 -8.4239 -1.5028
H 3.1954 -7.6652 0.4256
H 4.1132 -5.1775 1.6145
S -0.5296 1.6681 -2.0556
C -0.4974 2.7659 -0.6364
N 0.5460 3.4340 -0.0408
C 0.2082 3.7638 1.3320
C -1.2892 4.1481 1.5071
N -2.1374 3.0593 1.0947
C -3.1634 2.4862 1.9353
C -4.4865 3.1812 1.7042
C -4.9616 4.1383 2.5902
C -6.1503 4.8029 2.3377
C -6.8755 4.5132 1.1947
C -6.4120 3.5557 0.3079
C -5.2255 2.8921 0.5633
C -1.6752 2.4721 -0.0399
S -2.3420 1.2238 -1.1054
C 1.4302 4.2786 -0.8277
C 0.8562 5.5652 -1.3765
C -0.1307 5.5243 -2.3544
C -0.5803 6.6925 -2.9411
C -0.0434 7.9123 -2.5632
C 0.9195 7.9629 -1.5701
C 1.3636 6.7944 -0.9757
H 0.8421 4.5835 1.6724
H 0.3851 2.8697 1.9444
H -1.5011 5.0350 0.8971
H -1.4845 4.3809 2.5536
H -2.8554 2.5872 2.9805
H -3.2457 1.4204 1.6981
H -4.4033 4.3605 3.4889
H -6.5134 5.5428 3.0360
H -7.8005 5.0320 0.9941
H -6.9797 3.3184 -0.5797
H -4.8669 2.1386 -0.1247
H 1.7521 3.6643 -1.6784
H 2.3030 4.5074 -0.2056
H -0.5352 4.5719 -2.6656
H -1.3400 6.6497 -3.7065
H -0.3749 8.8221 -3.0399
H 1.3346 8.9116 -1.2637
H 2.1249 6.8356 -0.2075
O 0.1437 0.6154 4.1818
C 0.1302 -0.5774 3.9817
N 0.4401 -1.1708 2.7623
C 0.4264 -2.4960 2.8976
O 0.7312 -3.2476 1.9303
C 0.1203 -2.8864 4.2835
C 0.0760 -4.1107 4.9154
C -0.2156 -4.1121 6.2754
C -0.4621 -2.9309 6.9563
C -0.4047 -1.6939 6.3158
C -0.1018 -1.6854 4.9717
H 0.2560 -5.0311 4.3803
H -0.2567 -5.0532 6.8009
H -0.7066 -2.9684 8.0064
H -0.5930 -0.7801 6.8574
O -1.3423 -1.4032 0.8270
N -1.1391 -0.1561 0.7155
O 0.0647 0.0839 0.3077
C -1.8729 -2.3334 -4.8366
C -1.1731 -1.3699 -4.0886
C -0.7614 -1.6587 -2.8163
C -1.0371 -2.9109 -2.2244
C -0.5615 -3.1908 -0.9102
C -0.9645 -4.3901 -0.3476
C -1.7103 -5.3410 -1.0691
C -2.0849 -5.1024 -2.3636
C -1.7808 -3.8670 -2.9709
C -2.1809 -3.5462 -4.2852
H -2.1685 -2.1045 -5.8511
H -0.9610 -0.4035 -4.5237
H -0.2022 -0.9343 -2.2180
H -0.6937 -4.6275 0.6817
H -1.9721 -6.2749 -0.5915
H -2.6400 -5.8404 -2.9243
H -2.7332 -4.2848 -4.8487
```

As for the net charge: +1. The gap between HOMO and LUMO comes out at 0.205 Ha.

Atom charges from the Löwdin analysis, given in e for atoms 1 to 2:
1 Zr 1.86
2 C -0.09

(5)
C13H25F2MoO6 | wB97M-V/def2-TZVPD

Geometry as XYZ:
```
47
C13H25F2MoO6 | OMol25 | wB97M-V/def2-TZVPD
Mo -0.5503 -0.0284 0.0802
C -0.2818 2.0343 2.3817
C 1.1569 1.8638 1.9831
O 1.2457 0.5394 1.3504
C 1.6534 -0.4756 2.3239
C 1.3098 -1.7944 1.7136
O -0.1108 -1.6494 1.3544
C -0.8461 -2.8801 1.0469
C -0.7754 -3.0973 -0.4445
O -0.9200 -1.7631 -1.0608
C -0.5025 -1.6816 -2.4632
C 0.9502 -1.3060 -2.4193
O 1.0603 -0.2692 -1.3862
C 2.0146 0.8132 -1.7284
C 1.2283 2.0146 -2.1649
O 0.4515 2.3947 -1.0096
C -0.9284 2.3170 -1.0839
C -1.4685 2.7580 0.2543
O -1.0334 1.6814 1.1632
H -0.5549 3.0471 2.6713
H -0.6266 1.3343 3.1405
H 1.8430 1.9056 2.8280
H 1.4636 2.5865 1.2323
H 1.0976 -0.3205 3.2493
H 2.7227 -0.3793 2.5126
H 1.4055 -2.6151 2.4227
H 1.8767 -2.0069 0.8061
H -1.8531 -2.7246 1.4232
H -0.3943 -3.7053 1.5953
H -1.5876 -3.7272 -0.8061
H 0.1818 -3.5040 -0.7711
H -1.1300 -0.9122 -2.9114
H -0.7037 -2.6326 -2.9541
H 1.2832 -0.9119 -3.3781
H 1.6025 -2.1296 -2.1294
H 2.6874 0.4381 -2.4961
H 2.5823 1.0113 -0.8232
H 0.5746 1.8126 -3.0167
H 1.8861 2.8446 -2.4227
H -1.2813 1.2228 -1.2730
H -1.4093 2.7914 -1.9454
H -2.5500 2.8291 0.3045
H -0.9945 3.6891 0.5607
F -3.4090 0.6747 0.0538
C -2.6577 -0.3687 0.4359
F -2.6463 -0.4339 1.7924
H -3.0620 -1.2866 0.0077
```

The calculation puts the relative energy (zero: lowest compared OMol25 entry of this formula, charge and spin) at 0.000 eV. The expectation value of S² is 2.01. As for the net charge: +3. Its spin multiplicity is 3. The gap between HOMO and LUMO (spin up / spin down) comes out at 0.304 / 0.315 Ha.

Atom charges from the Löwdin analysis, given in e for atoms 1 to 2:
1 Mo 1.91
2 C -0.04

(6)
C45H51BrF5N5O3PS2Se2Sr | wB97M-V/def2-TZVPD

Geometry as XYZ:
```
116
C45H51BrF5N5O3PS2Se2Sr | OMol25 | wB97M-V/def2-TZVPD
Sr 0.3793 -0.5226 0.0389
C 1.2534 -0.8005 -8.1044
C 0.2505 0.1625 -7.4522
C -1.1603 -0.3162 -7.7954
C 0.4390 1.5628 -8.0546
C 0.4851 0.2155 -5.9444
C -0.4832 -0.1179 -5.0085
C -0.1981 -0.0239 -3.6618
Br -1.5936 -0.5193 -2.4434
C 1.0360 0.4064 -3.1123
O 1.2100 0.4982 -1.8380
C 2.0325 0.7182 -4.0890
C 1.7183 0.6195 -5.4375
C 3.4577 1.1901 -3.7463
C 4.4814 0.2419 -4.3943
C 3.7815 1.2367 -2.2499
C 3.6641 2.6101 -4.2997
H 1.1001 -0.8402 -9.1870
H 1.1345 -1.8072 -7.6992
H 2.2814 -0.4854 -7.9193
H -1.2846 -0.3415 -8.8807
H -1.9190 0.3527 -7.3846
H -1.3445 -1.3213 -7.4108
H 0.2773 1.5411 -9.1366
H 1.4461 1.9397 -7.8693
H -0.2678 2.2672 -7.6119
H -1.4674 -0.4526 -5.3054
H 2.4918 0.8814 -6.1513
H 4.3449 -0.7740 -4.0188
H 5.4973 0.5656 -4.1498
H 4.3906 0.2154 -5.4808
H 3.6702 0.2565 -1.7865
H 3.1290 1.9319 -1.7255
H 4.8207 1.5653 -2.1354
H 3.5270 2.6486 -5.3815
H 4.6754 2.9611 -4.0725
H 2.9509 3.3005 -3.8448
F 4.3501 -0.8650 6.8524
C 3.9973 -1.1008 5.5787
C 2.9445 -0.4190 5.0013
F 2.2652 0.4792 5.7249
C 2.5937 -0.6725 3.6884
F 1.5548 0.0096 3.1971
C 3.2544 -1.6046 2.8821
S 2.7909 -1.9810 1.2497
C 4.3153 -2.2681 3.5108
F 5.0161 -3.1947 2.8403
C 4.6825 -2.0323 4.8213
F 5.7046 -2.7075 5.3731
Se -1.5563 0.7185 2.6715
P -3.6189 0.2937 2.2419
Se -4.0712 -1.3902 0.9878
C -4.3513 1.8074 1.5197
C -4.6011 2.9073 2.3386
C -5.0705 4.0906 1.7919
C -5.2806 4.1880 0.4216
C -5.0243 3.0983 -0.3962
C -4.5651 1.9070 0.1510
C -4.5398 0.1271 3.8200
C -3.9348 0.3691 5.0468
C -4.6658 0.2430 6.2232
C -6.0034 -0.1157 6.1759
C -6.6133 -0.3542 4.9492
C -5.8845 -0.2384 3.7770
H -4.4197 2.8366 3.4047
H -5.2661 4.9408 2.4338
H -5.6387 5.1161 -0.0067
H -5.1751 3.1732 -1.4657
H -4.3632 1.0506 -0.4807
H -2.8881 0.6484 5.0720
H -4.1851 0.4269 7.1761
H -6.5725 -0.2136 7.0923
H -7.6576 -0.6383 4.9079
H -6.3459 -0.4464 2.8192
O -0.9211 2.0302 -0.3540
H -0.0363 2.3422 -0.1235
H -1.4001 2.0028 0.4902
N 3.8560 2.6093 1.3037
C 3.0056 1.6056 0.9520
N 1.7523 1.9058 1.1452
C 1.7631 3.1969 1.6610
C 0.7065 4.0049 2.0778
C 1.0124 5.2614 2.5636
C 2.3376 5.7147 2.6456
C 3.3972 4.9198 2.2510
C 3.0830 3.6570 1.7627
H 4.8567 2.5744 1.2364
H 3.3637 0.6534 0.5823
H -0.3131 3.6429 2.0380
H 0.2124 5.9100 2.8965
H 2.5346 6.7060 3.0332
H 4.4207 5.2653 2.3236
C -1.0705 -6.5322 0.4580
N -0.7551 -5.1989 0.0120
C 0.3315 -4.8741 -0.8901
C 0.3551 -3.3560 -0.7663
O 1.0612 -2.6005 -1.4104
N -0.5337 -2.9591 0.1901
C -1.1562 -4.0524 0.6159
N -2.0950 -4.0355 1.5539
H -0.7700 -7.2380 -0.3134
H -2.1458 -6.6491 0.6024
H -0.5549 -6.7921 1.3880
H 0.1322 -5.1844 -1.9164
H 1.2907 -5.2827 -0.5617
H -2.4931 -3.1244 1.7824
H -2.6717 -4.8420 1.7086
C -1.6211 -2.9230 4.9489
S -0.2394 -2.4434 3.8995
C 0.7562 -3.9399 4.0211
H -2.0646 -3.8584 4.6008
H -2.3655 -2.1297 4.8731
H -1.3143 -3.0268 5.9901
H 1.1462 -4.0842 5.0298
H 1.5873 -3.8143 3.3259
H 0.1750 -4.8170 3.7239
```

The calculation puts the relative energy (zero: lowest compared OMol25 entry of this formula, charge and spin) at 0.201 eV. As for the net charge: -1. The gap between HOMO and LUMO comes out at 0.242 Ha.

Atom charges from the Löwdin analysis, given in e for atoms 1 to 2:
1 Sr 1.12
2 C -0.05